1.
Here is a structure of composition C24H31CoN5O5SSe from the Open Molecules 2025 dataset. Energies are from ωB97M-V/def2-TZVPD.

Last column: Mulliken charge in e.
Atoms and positions in Å:
Co1 1.278 1.404 -0.075  0.58
C1 3.591 0.333 -2.047  -0.74
O1 2.604 1.333 -1.710  -0.35
C2 3.058 2.682 -1.970  -0.52
C3 3.560 3.264 -0.673  -0.49
O2 2.515 3.032 0.296  -0.25
C4 2.918 3.275 1.657  -0.75
C5 1.738 2.933 2.521  -0.59
O3 1.312 1.614 2.146  0.31
C6 0.489 1.006 3.155  -1.19
H1 4.509 0.497 -1.482  0.35
H2 3.796 0.380 -3.115  0.30
H3 3.182 -0.641 -1.798  0.19
H4 2.191 3.228 -2.331  0.17
H5 3.834 2.678 -2.733  0.55
H6 3.744 4.335 -0.763  0.39
H7 4.472 2.770 -0.328  0.39
H8 3.205 4.320 1.778  0.43
H9 3.772 2.634 1.889  0.39
H10 0.913 3.636 2.376  0.36
H11 2.035 2.947 3.571  0.45
H12 1.058 0.906 4.080  0.34
H13 0.205 0.017 2.801  0.36
H14 -0.399 1.612 3.342  0.36
Se1 -0.964 4.810 -2.610  0.40
N1 -2.461 4.636 -1.723  -0.72
C7 -2.310 3.616 -0.892  0.53
C8 -3.286 3.139 0.022  -0.42
C9 -2.952 2.063 0.788  -1.35
C10 -1.668 1.474 0.674  -0.33
N2 -0.724 1.885 -0.146  0.60
C11 -1.032 2.962 -0.949  0.40
N3 -0.159 3.446 -1.807  -0.31
H15 -4.247 3.633 0.094  0.53
H16 -3.644 1.649 1.508  0.51
H17 -1.427 0.612 1.282  0.77
N4 4.064 -2.816 3.187  -0.35
C12 2.915 -3.284 2.658  0.01
O4 2.226 -4.163 3.120  -0.54
C13 2.381 -2.611 1.414  0.48
C14 1.943 -3.490 0.338  -0.41
C15 1.344 -2.981 -0.739  -1.34
C16 0.957 -1.566 -0.750  -0.62
N5 1.488 -0.671 0.281  1.71
C17 2.219 -1.287 1.340  -1.16
H18 4.433 -3.301 3.993  0.27
H19 4.706 -2.271 2.639  0.22
H20 2.190 -4.541 0.413  0.54
H21 1.133 -3.572 -1.620  0.61
H22 0.805 -1.095 -1.719  0.70
H23 2.602 -0.591 2.072  0.68
C18 -3.581 -0.522 -3.147  -1.21
S1 -2.646 -1.803 -2.304  0.33
O5 0.060 -1.110 0.247  -0.44
C19 -3.796 -2.757 -1.506  1.03
C20 -3.269 -3.883 -0.803  -0.45
C21 -4.117 -4.748 -0.169  -0.72
C22 -5.499 -4.517 -0.213  -0.35
C23 -6.029 -3.406 -0.896  -0.72
C24 -5.198 -2.530 -1.538  -0.31
H24 -4.286 -0.968 -3.846  0.50
H25 -2.850 0.059 -3.705  0.43
H26 -4.092 0.114 -2.427  0.37
H27 -2.199 -4.050 -0.792  0.42
H28 -3.730 -5.610 0.356  0.43
H29 -6.172 -5.206 0.282  0.43
H30 -7.100 -3.254 -0.920  0.42
H31 -5.610 -1.689 -2.075  0.39

Summary:
* multiplicity: 5
* HOMO energy (spin up / spin down): -16.8 / -16.8 eV
* molar mass: 639.50 g mol⁻¹
* largest force on an atom: 0.295 eV/A
* calculated total energy: -156858.3280 eV
* lowest unoccupied orbital energy (spin up / spin down): -9.0169 / -11.0364 eV
* net charge: +3

***

2.
Here is a cluster of 2 separate species, C24H31FN2O4 in total in a non-equilibrium geometry from the Open Molecules 2025 dataset. Energies are from ωB97M-V/def2-TZVPD.

Last column: Mulliken charge in e.
Atoms and positions in Å:
C1 1.907 -2.995 -5.658  -1.21
C2 1.385 -1.635 -5.268  -0.22
O1 0.471 -1.777 -4.172  -0.27
C3 0.058 -0.626 -3.594  0.72
C4 -0.908 -0.945 -2.571  0.24
F1 -0.983 -2.218 -2.179  -0.44
C5 -2.034 -0.098 -2.286  0.56
O2 -2.093 1.094 -2.532  -0.69
O3 -3.020 -0.829 -1.728  -0.24
C6 -4.228 -0.102 -1.444  -0.25
C7 -5.232 -1.039 -0.821  -1.10
O4 0.458 0.486 -3.891  -0.67
H1 2.578 -2.816 -6.502  0.38
H2 2.468 -3.475 -4.849  0.29
H3 1.125 -3.708 -5.951  0.31
H4 2.207 -0.997 -4.933  0.30
H5 0.857 -1.182 -6.112  0.29
H6 -3.975 0.700 -0.746  0.30
H7 -4.629 0.306 -2.376  0.31
H8 -6.115 -0.429 -0.613  0.38
H9 -5.507 -1.879 -1.470  0.30
H10 -4.873 -1.483 0.113  0.18
C8 2.489 5.728 -0.862  -1.00
N1 3.252 4.596 -0.391  0.17
C9 4.493 4.959 0.258  -0.94
C10 2.662 3.338 -0.211  -0.06
C11 3.146 2.206 -0.919  -0.39
C12 2.494 1.000 -0.812  -0.64
C13 1.404 0.821 0.090  0.71
C14 0.731 -0.432 0.173  -0.39
C15 0.272 -1.036 1.369  0.49
C16 -0.399 -2.290 1.277  -0.87
C17 -1.049 -2.839 2.351  -0.45
C18 -1.016 -2.192 3.617  0.02
N2 -1.771 -2.700 4.670  0.17
C19 -1.248 -2.967 5.993  -1.02
C20 -3.212 -2.710 4.594  -0.89
C21 -0.221 -1.032 3.763  -0.37
C22 0.441 -0.480 2.680  -0.64
C23 1.000 1.935 0.875  -1.07
C24 1.628 3.152 0.729  -0.27
H11 1.722 5.395 -1.571  0.30
H12 2.012 6.271 -0.033  0.33
H13 3.176 6.411 -1.370  0.34
H14 5.114 4.073 0.414  0.30
H15 5.021 5.678 -0.379  0.31
H16 4.304 5.448 1.228  0.29
H17 4.005 2.349 -1.571  0.46
H18 2.807 0.164 -1.439  0.40
H19 0.657 -1.024 -0.753  0.28
H20 -0.448 -2.796 0.315  0.37
H21 -1.597 -3.778 2.273  0.51
H22 -0.202 -3.292 5.948  0.31
H23 -1.330 -2.091 6.651  0.35
H24 -1.847 -3.771 6.439  0.33
H25 -3.528 -2.698 3.548  0.28
H26 -3.601 -3.601 5.095  0.28
H27 -3.626 -1.827 5.105  0.28
H28 -0.190 -0.556 4.742  0.39
H29 1.059 0.406 2.813  0.71
H30 0.138 1.829 1.532  0.72
H31 1.343 4.001 1.354  0.40

Summary:
* HOMO energy: -6.1 eV
* molar mass: 430.52 g mol⁻¹
* largest force on an atom: 1.930 eV/A
* calculated total energy: -39274.5890 eV
* lowest unoccupied orbital energy: -2.2209 eV
* net charge: 0

***

3.
Here is a structure of composition C24H31IN5O3Ti from the Open Molecules 2025 dataset. Energies are from ωB97M-V/def2-TZVPD.

Last column: Mulliken charge in e.
Atoms and positions in Å:
Ti1 0.665 -0.396 0.572  0.36
C1 -0.754 -4.716 -0.653  -1.28
C2 -0.865 -3.647 -1.700  0.95
N1 -1.563 -3.903 -2.777  -0.66
C3 -1.686 -2.958 -3.731  -1.07
C4 -1.070 -1.740 -3.664  0.41
C5 -1.236 -0.751 -4.780  -0.99
O1 -1.769 0.468 -4.243  -0.47
C6 -0.309 -1.426 -2.507  0.48
C7 0.437 -0.197 -2.491  -0.45
N2 0.953 0.358 -1.442  0.92
C8 1.743 1.519 -1.625  0.12
C9 1.331 2.575 -2.436  -0.25
C10 2.110 3.717 -2.556  -0.89
C11 3.310 3.820 -1.868  -0.67
C12 3.736 2.775 -1.061  -0.42
C13 2.952 1.639 -0.944  -0.20
I1 3.615 0.031 0.228  0.06
C14 -0.236 -2.378 -1.467  0.10
O2 0.380 -2.185 -0.335  -0.80
H1 -0.913 -5.687 -1.115  0.45
H2 -1.523 -4.584 0.114  0.20
H3 0.215 -4.685 -0.158  0.35
H4 -2.301 -3.221 -4.584  0.36
H5 -1.909 -1.174 -5.528  0.44
H6 -0.277 -0.551 -5.273  0.35
H7 -2.073 1.014 -4.976  0.31
H8 0.610 0.274 -3.457  0.64
H9 0.392 2.491 -2.972  0.52
H10 1.776 4.527 -3.190  0.43
H11 3.919 4.708 -1.960  0.42
H12 4.678 2.842 -0.533  0.46
O3 0.551 1.508 1.533  0.23
C15 1.285 2.249 2.510  -0.66
C16 1.189 1.593 3.871  -0.64
C17 1.759 0.160 3.900  -1.00
C18 0.740 -0.946 3.832  0.63
C19 0.276 -1.521 5.011  -0.76
C20 -0.626 -2.567 4.964  -0.40
C21 -1.037 -3.034 3.725  -0.89
C22 -0.541 -2.413 2.597  0.19
N3 0.314 -1.378 2.634  0.56
H13 -0.096 2.094 1.020  0.29
H14 0.888 3.267 2.548  0.34
H15 2.330 2.308 2.192  0.29
H16 0.151 1.598 4.212  0.37
H17 1.752 2.216 4.569  0.38
H18 2.321 0.022 4.824  0.60
H19 2.472 0.034 3.082  -0.02
H20 0.642 -1.151 5.959  0.43
H21 -0.989 -3.022 5.876  0.43
H22 -1.719 -3.866 3.628  0.48
H23 -0.806 -2.761 1.606  -0.10
N4 -1.661 -0.173 0.371  -0.24
C23 -2.397 0.753 -0.521  -0.25
C24 -2.494 2.164 0.025  -0.99
N5 -1.193 2.853 0.057  -0.63
H24 -1.843 -1.119 0.042  0.22
H25 -2.068 -0.129 1.303  0.29
H26 -3.416 0.395 -0.688  0.47
H27 -1.904 0.756 -1.495  -0.05
H28 -2.888 2.143 1.045  0.37
H29 -3.221 2.705 -0.587  0.51
H30 -1.320 3.818 0.343  0.30
H31 -0.789 2.883 -0.876  0.04

Summary:
* multiplicity: 3
* HOMO energy (spin up / spin down): -8.9 / -10.5 eV
* molar mass: 612.32 g mol⁻¹
* largest force on an atom: 0.212 eV/A
* calculated total energy: -70197.9767 eV
* lowest unoccupied orbital energy (spin up / spin down): -2.6531 / -2.7368 eV
* net charge: +1

***

4.
Here is a structure of composition C24H31N3NdO4S3 from the Open Molecules 2025 dataset. Energies are from ωB97M-V/def2-TZVPD.

Last column: Mulliken charge in e.
Atoms and positions in Å:
Nd1 0.283 0.375 0.276  0.37
O1 -0.158 -0.935 2.033  -0.23
C1 -1.130 -1.235 2.845  -0.28
C2 -1.294 -2.556 3.308  -0.23
C3 -2.307 -2.882 4.182  -0.53
C4 -3.204 -1.898 4.641  -0.76
C5 -3.067 -0.603 4.196  -0.90
C6 -2.062 -0.243 3.280  0.94
C7 -2.034 1.124 2.814  -0.55
N1 -1.381 1.590 1.802  0.47
C8 -1.505 3.021 1.529  -0.73
C9 -0.130 3.597 1.235  -0.80
N2 0.446 2.896 0.090  0.25
C10 0.910 3.621 -0.877  -0.17
C11 1.509 3.164 -2.104  0.53
C12 2.013 4.134 -2.990  -0.82
C13 2.614 3.780 -4.175  -0.76
C14 2.718 2.416 -4.511  -0.50
C15 2.228 1.444 -3.670  -0.61
C16 1.610 1.784 -2.454  0.37
O2 1.130 0.861 -1.669  0.06
H1 -0.583 -3.299 2.964  0.47
H2 -2.407 -3.904 4.525  0.41
H3 -3.991 -2.158 5.335  0.41
H4 -3.757 0.162 4.534  0.39
H5 -2.668 1.811 3.382  0.23
H6 -1.970 3.553 2.364  0.43
H7 -2.134 3.161 0.645  0.18
H8 0.508 3.435 2.108  0.15
H9 -0.205 4.674 1.059  0.47
H10 0.862 4.709 -0.774  0.15
H11 1.924 5.180 -2.718  0.38
H12 2.997 4.538 -4.844  0.41
H13 3.184 2.128 -5.445  0.41
H14 2.294 0.394 -3.924  0.37
C17 -2.914 -0.605 -2.588  -0.88
C18 -2.208 -1.624 -3.477  -0.80
S1 -0.412 -1.429 -3.517  0.09
C19 0.181 -3.101 -3.165  -1.00
C20 0.889 -3.295 -1.822  -0.74
S2 0.100 -2.681 -0.314  0.15
C21 -1.620 -3.206 -0.515  -0.99
C22 -2.663 -2.132 -0.179  -0.67
S3 -2.427 -0.475 -0.857  0.18
H15 -3.988 -0.797 -2.597  0.47
H16 -2.769 0.404 -2.977  0.40
H17 -2.595 -1.496 -4.489  0.51
H18 -2.459 -2.638 -3.174  0.30
H19 0.893 -3.357 -3.950  0.51
H20 -0.649 -3.798 -3.283  0.52
H21 1.848 -2.776 -1.825  0.34
H22 1.099 -4.359 -1.691  0.50
H23 -1.799 -4.056 0.146  0.57
H24 -1.741 -3.561 -1.531  0.35
H25 -2.699 -1.976 0.901  0.02
H26 -3.655 -2.478 -0.476  0.62
N3 4.299 0.538 3.200  -0.20
C23 4.254 -0.249 1.917  -0.75
C24 2.878 0.019 1.304  1.22
O3 2.502 -0.651 0.337  -0.53
O4 2.213 0.949 1.860  -0.86
H27 5.147 1.086 3.319  0.37
H28 4.174 -0.052 4.021  0.37
H29 3.443 1.138 3.086  0.33
H30 4.413 -1.307 2.099  0.34
H31 5.024 0.122 1.246  0.30

Summary:
* multiplicity: 4
* HOMO energy (spin up / spin down): -9.9 / -9.9 eV
* molar mass: 665.97 g mol⁻¹
* largest force on an atom: 0.938 eV/A
* calculated total energy: -85833.7170 eV
* lowest unoccupied orbital energy (spin up / spin down): -2.8138 / -2.8137 eV
* net charge: +1

***

> Among the records above, which one has the lowest largest force on an atom?

C24H31IN5O3Ti

***

> Among the records above, which one has the highest net charge?

C24H31CoN5O5SSe

***

> net charge of number 3 (C24H31IN5O3Ti)?

+1

***

> Which of these has the highest calculated total energy?

C24H31FN2O4